Molecular formula: C3H7N3O2
Method: DFT, ωB97M-V/def2-TZVPD

Summary:
- E_LUMO: 0.34 eV
- Total charge: 0
- HOMO energy: -10.08 eV
- Relative energy (zero: lowest compared OMol25 entry of this formula, charge and spin): 351.74 kJ/mol
- Energy: -433.1888 Eh

The geometry in XYZ format:
```
15
Properties=species:S:1:pos:R:3:forces:R:3
H 0.415 -2.456 0.680 0.386 -0.170 0.733
N 1.169 -1.807 0.969 -1.057 -0.385 -1.535
C 0.757 -0.691 0.517 1.706 -2.352 1.687
N 1.647 0.384 0.601 -0.639 1.748 2.252
O 2.978 0.033 0.938 -0.036 -0.731 -0.137
C -0.639 -0.519 0.021 -1.659 -3.512 -0.710
O -1.390 -1.514 -0.089 1.288 1.768 0.338
N -0.887 0.692 -0.376 2.074 1.501 1.261
C -1.903 1.105 -1.256 -0.850 -0.445 -0.460
H 1.281 0.823 1.510 0.754 0.070 -1.558
H 3.000 -0.922 1.222 -0.672 0.865 -0.325
H -0.006 1.213 -0.237 -1.102 0.562 -0.764
H -1.637 2.079 -1.543 0.047 1.380 -0.653
H -1.878 0.452 -2.120 -0.331 -0.095 -0.318
H -2.907 1.128 -0.834 0.090 -0.203 0.190
```
Positions in Å, forces in eV/Å.



Molecular formula: C20H45F8NO8S6
Method: DFT, ωB97M-V/def2-TZVPD

Summary:
- E_LUMO: 0.26 eV
- Total charge: 0
- HOMO energy: -8.38 eV
- Energy: -4633.5265 Eh

The geometry in XYZ format:
```
88
Properties=species:S:1:pos:R:3:forces:R:3
C -4.467 1.637 1.686 -0.682 0.818 0.233
C -2.973 1.444 1.300 -2.437 -1.452 -1.755
N -1.872 1.795 2.303 -0.065 -1.540 -0.791
C -1.341 0.486 2.828 0.940 -2.172 1.718
C -2.341 -0.416 3.630 -0.563 -0.238 0.019
C -2.250 -0.369 5.186 -0.851 -1.219 0.720
F -1.268 0.401 5.718 -1.002 -0.442 -0.678
F -3.467 -0.006 5.735 1.624 -0.007 -0.557
F -2.035 -1.657 5.664 -0.037 1.445 -0.523
C -0.776 2.297 1.319 5.200 0.759 -6.613
O -0.347 3.439 1.337 -1.803 0.522 2.970
O -0.382 1.524 0.367 -2.570 -0.719 3.596
C -2.196 2.801 3.301 -1.949 2.564 1.689
F -2.770 3.905 2.709 0.870 -1.816 0.075
F -3.165 2.409 4.221 1.130 -0.674 -1.496
C -1.041 3.367 4.236 1.958 2.641 1.505
F -0.939 4.726 4.050 -0.339 -1.753 -0.157
F 0.207 2.883 4.076 -1.311 -0.367 -0.197
F -1.334 3.254 5.574 -0.067 -0.550 -1.779
H -4.790 1.296 2.697 0.499 0.149 -0.739
H -5.128 1.108 0.943 1.009 0.346 0.540
H -4.734 2.725 1.612 0.213 -0.982 0.178
H -2.846 1.978 0.319 0.418 -0.241 1.322
H -2.841 0.346 1.021 0.221 1.609 0.587
H -0.963 -0.172 1.999 -0.602 1.527 0.202
H -0.422 0.616 3.466 -1.000 0.491 -0.644
H -3.427 -0.262 3.380 1.159 0.105 0.166
H -2.160 -1.492 3.352 0.075 1.144 0.320
C -2.580 -2.557 -0.483 0.082 -0.080 0.055
S -3.327 -1.247 -1.469 -0.043 -0.097 -0.165
O -4.794 -1.250 -1.182 0.151 0.011 0.156
C -3.092 -2.053 -3.056 0.016 0.076 -0.172
H -2.656 -2.282 0.570 -0.074 0.062 -0.050
H -3.107 -3.497 -0.651 -0.029 0.062 -0.038
H -1.528 -2.663 -0.755 -0.046 0.010 -0.094
H -3.589 -3.023 -3.059 0.026 0.027 0.099
H -2.026 -2.178 -3.244 -0.043 -0.103 0.096
H -3.525 -1.422 -3.833 -0.045 0.068 0.158
C 1.183 -1.714 -3.756 0.012 0.047 0.167
S 0.755 -3.432 -4.090 -0.028 -0.129 -0.265
O -0.347 -3.809 -3.152 0.253 0.172 0.151
C 2.282 -4.139 -3.440 0.054 0.016 0.228
H 0.343 -1.087 -4.053 0.009 -0.106 -0.064
H 1.379 -1.578 -2.691 -0.021 -0.056 -0.008
H 2.063 -1.438 -4.339 -0.050 -0.048 -0.037
H 2.410 -3.854 -2.394 -0.030 0.006 -0.022
H 3.127 -3.785 -4.032 -0.059 0.025 -0.025
H 2.217 -5.224 -3.514 -0.099 0.068 -0.034
C 3.258 6.728 4.969 -0.042 0.128 -0.007
S 3.711 5.123 4.287 -0.015 0.035 -0.058
O 5.143 5.198 3.881 -0.171 0.056 0.010
C 2.716 5.265 2.791 -0.034 0.044 -0.062
H 3.801 6.869 5.903 -0.011 -0.104 -0.041
H 3.527 7.519 4.269 0.045 -0.091 -0.048
H 2.186 6.750 5.169 0.033 -0.072 0.040
H 3.019 6.147 2.225 0.065 -0.009 0.072
H 1.661 5.333 3.059 0.029 -0.050 0.008
H 2.876 4.373 2.185 0.010 0.013 0.101
C 0.471 -1.942 -9.758 0.039 0.259 0.040
S 0.940 -3.173 -8.526 -0.246 -0.189 -0.114
O 0.077 -2.955 -7.327 0.177 0.245 -0.074
C 2.558 -2.469 -8.161 0.062 0.181 0.041
H -0.538 -2.168 -10.100 0.049 -0.087 0.084
H 0.489 -0.944 -9.315 -0.002 -0.035 0.034
H 1.160 -1.991 -10.602 -0.003 -0.063 0.038
H 2.447 -1.439 -7.817 -0.078 -0.023 -0.010
H 3.180 -2.503 -9.056 -0.042 -0.076 0.016
H 3.023 -3.066 -7.376 -0.104 -0.073 -0.077
C -0.350 5.255 10.559 -0.143 0.026 0.046
S 0.794 4.865 9.223 0.055 0.033 -0.064
O 0.669 5.941 8.200 -0.080 -0.159 0.118
C -0.110 3.432 8.610 -0.122 -0.073 -0.034
H 0.004 6.154 11.062 0.067 -0.041 -0.087
H -1.348 5.434 10.156 0.055 -0.006 -0.068
H -0.374 4.429 11.271 0.052 0.002 -0.039
H -1.123 3.723 8.328 0.049 0.073 0.010
H -0.143 2.663 9.383 0.050 0.046 0.012
H 0.412 3.043 7.736 0.045 0.101 0.061
C 4.576 -6.879 -8.042 0.089 0.051 0.079
S 2.882 -7.076 -8.625 -0.033 -0.035 -0.048
O 2.440 -5.758 -9.162 0.250 -0.169 0.171
C 2.140 -7.267 -6.994 -0.024 0.043 0.122
H 5.218 -6.706 -8.905 -0.109 -0.022 -0.020
H 4.641 -6.026 -7.364 -0.078 -0.001 -0.027
H 4.895 -7.790 -7.532 -0.044 0.000 -0.036
H 2.355 -6.389 -6.382 0.007 0.029 -0.081
H 2.534 -8.165 -6.517 0.010 0.002 -0.065
H 1.061 -7.367 -7.117 0.072 0.033 -0.091
```
Positions in Å, forces in eV/Å.